No. 1
DFT (ωB97M-V with the def2-TZVPD basis set) results for a cluster of 2 separate species, C9H10NS in total in a non-equilibrium geometry.

LUMO level, Ha: -0.1935
Charge: +1
Total energy, Ha: -801.5428
Spin multiplicity: 1
Orbital gap, eV: 7.4

CARTESIAN COORDINATES (ANGSTROEM)
C  -3.3482  -0.0584  0.1407
C  -2.7092  1.1371  0.3140
C  -2.5995  -1.3176  0.0036
C  -1.2944  1.0455  0.0511
C  -1.2477  -1.3863  0.1019
C  -0.5337  -0.1988  0.1236
C  2.2398  -1.6471  0.2578
C  1.2363  1.1843  -0.0437
C  2.7083  1.5016  -0.3006
N  0.7787  -0.0564  -0.0333
S  0.0108  2.3323  0.0832
H  -4.4237  0.0740  0.0461
H  -3.3021  2.0326  0.3664
H  -3.1111  -2.2249  -0.3242
H  1.4417  -2.3756  0.5272
H  -0.7166  -2.2136  -0.2579
H  2.6630  -1.5688  -0.7290
H  2.8106  -1.0100  0.9503
H  3.0083  2.4120  -0.9227
H  3.3161  1.6515  0.5280
H  3.0725  0.6867  -0.8825

No. 2
DFT (ωB97M-V with the def2-TZVPD basis set) results for a cluster of 2 separate species, C9H10O3 in total in a non-equilibrium geometry.

LUMO level (alpha / beta), Ha: -0.0364 / -0.0463
Charge: 0
Total energy, Ha: -574.4724
Spin multiplicity: 1
Orbital gap (alpha / beta), eV: 7.9 / 6.0

CARTESIAN COORDINATES (ANGSTROEM)
C  -1.3828  2.8981  0.7642
C  -0.0940  2.6891  0.3104
C  -2.3339  1.8871  0.5255
C  0.2972  1.4217  -0.0783
C  -2.0647  0.6550  -0.0945
C  -0.6460  0.3581  -0.2795
C  -0.0733  -0.8592  -0.4091
C  1.0424  -1.6390  -0.9404
C  2.1471  -2.2608  -0.1255
O  -0.2885  -2.1338  -0.6932
O  0.5810  -1.2364  2.0165
O  1.2230  -1.4824  -2.3069
H  -1.6048  3.8559  1.2364
H  0.6175  3.5832  0.3291
H  -3.3814  2.0766  0.7841
H  1.2687  1.3087  -0.2630
H  -2.8681  -0.0903  -0.2319
H  2.1030  -2.2008  0.9810
H  3.0205  -1.8611  -0.5476
H  2.1342  -3.3119  -0.3628
H  -0.1702  -1.7947  2.1783
H  0.4733  -1.8632  -2.7929

No. 3
DFT (ωB97M-V with the def2-TZVPD basis set) results for an isolated molecule of C9H10O3S in a non-equilibrium geometry.

LUMO level, Ha: -0.0292
Structure (SMILES): CC([C@@H](O)c1ccccc1)=S(=O)=O
Charge: 0
Total energy, Ha: -972.6933
Spin multiplicity: 1
Orbital gap, eV: 8.2

CARTESIAN COORDINATES (ANGSTROEM)
C  -2.8250  -1.1956  -0.1051
C  -1.9591  -1.6255  0.8121
C  -2.3948  -0.6339  -1.2638
C  -0.5582  -1.4811  0.5819
C  -1.0959  -0.3632  -1.4116
C  -0.1181  -0.6794  -0.4691
C  1.7038  1.2689  0.1219
C  0.9094  2.3831  -0.2532
C  1.3723  -0.3470  -0.7650
O  2.4172  -0.4002  2.0642
O  2.0690  2.0295  2.6896
O  2.2454  -1.3444  -0.5356
S  1.8836  0.9172  1.7969
H  -3.8347  -1.3386  0.1663
H  -2.4441  -2.0659  1.7542
H  -3.1598  -0.4463  -2.0118
H  0.1656  -1.6982  1.4781
H  -0.8565  0.3208  -2.1912
H  -0.0710  2.2454  -0.5915
H  1.1361  3.0741  0.5978
H  1.5784  2.9186  -1.0495
H  1.4608  0.0678  -1.7700
H  2.3756  -1.6063  0.3544

No. 4
DFT (ωB97M-V with the def2-TZVPD basis set) results for an isolated molecule of C9H10O4 in a non-equilibrium geometry.

LUMO level, Ha: 0.0207
Structure (SMILES): O=C(O)CCc1ccc(O)cc1O
Charge: 0
Total energy, Ha: -649.9380
Spin multiplicity: 1
Orbital gap, eV: 9.0

CARTESIAN COORDINATES (ANGSTROEM)
C  -1.9826  -0.3770  1.8726
C  -2.4494  -0.3742  0.4638
C  -1.4065  -0.8509  -0.6216
C  -0.0932  -0.1155  -0.6252
C  0.0459  1.0648  -1.3562
C  1.2326  1.7834  -1.5296
C  2.3760  1.2630  -0.9466
C  2.3117  0.0774  -0.1961
C  1.0924  -0.5949  -0.0149
H  -1.0515  -1.3905  3.1401
H  -3.3403  -1.0661  0.3840
H  -2.8200  0.6403  0.2764
H  -1.8959  -0.7190  -1.6055
H  -1.2492  -1.9365  -0.4955
H  -0.8263  1.5177  -1.7962
H  1.2054  2.7040  -2.0842
H  4.2042  1.5959  -0.5509
H  3.1839  -0.3993  0.2190
H  0.2504  -1.9858  1.0798
O  -1.2801  -1.5091  2.2067
O  -2.1673  0.4979  2.6741
O  3.5346  1.9766  -1.1438
O  1.1251  -1.8022  0.6497

No. 5
DFT (ωB97M-V with the def2-TZVPD basis set) results for a cluster of 2 separate species, C9H11BrN3O2 in total in a non-equilibrium geometry.

LUMO level, Ha: -0.1510
Charge: +1
Total energy, Ha: -3237.9316
Spin multiplicity: 1
Orbital gap, eV: 7.6

CARTESIAN COORDINATES (ANGSTROEM)
C  3.6192  0.3879  -1.4813
C  3.7703  0.4576  0.9207
C  2.2837  0.7081  -1.3987
C  4.4199  0.3176  -0.2992
C  2.4186  0.8107  0.9844
C  0.3940  1.5538  -0.1294
C  -1.2955  0.0720  0.5154
C  -2.8485  -2.1082  -1.1658
C  -3.2913  -0.8085  -0.4069
N  -0.1364  2.6543  -0.1295
N  1.7520  0.9787  -0.2070
N  1.7889  1.0670  2.1362
O  -0.9728  -0.5280  1.4784
O  -2.2387  0.1560  -0.3380
Br  6.1136  -0.3538  -0.2173
H  4.0513  0.0859  -2.4308
H  4.1632  0.1569  1.9256
H  1.7790  0.6019  -2.3590
H  -3.6451  -2.8747  -1.1960
H  -2.7345  -1.8114  -2.1935
H  -1.8981  -2.5071  -0.6621
H  -3.4969  -1.1736  0.5849
H  -4.1435  -0.2850  -0.7523
H  0.2682  3.5785  -0.4609
H  2.4155  0.7353  3.0046
H  0.8673  1.3709  2.2973

No. 6
DFT (ωB97M-V with the def2-TZVPD basis set) results for a cluster of 3 separate species, C9H11Cl3N2 in total in a non-equilibrium geometry.

LUMO level, Ha: 0.0201
Structure (SMILES): c1cc[nH]c1.c1cc[nH]c1.ClC(Cl)Cl
Charge: 0
Total energy, Ha: -1839.5819
Spin multiplicity: 1
Orbital gap, eV: 8.9

CARTESIAN COORDINATES (ANGSTROEM)
N  -4.3913  10.2416  -1.6621
C  -4.0213  9.0009  -1.3642
C  -3.5660  8.8503  -0.1018
C  -3.7352  10.1849  0.4470
C  -4.2113  11.0030  -0.5245
H  -4.7281  10.5815  -2.5777
H  -4.0670  8.1900  -2.0608
H  -3.1086  8.0465  0.5047
H  -3.6182  10.4336  1.5335
H  -4.5590  12.0045  -0.5638
N  -4.9157  16.0529  -2.0287
C  -5.0722  15.1278  -3.0598
C  -5.4271  15.8577  -4.1416
C  -5.6101  17.2017  -3.7392
C  -5.2441  17.3090  -2.4015
H  -4.6431  15.7832  -1.1062
H  -4.9626  14.0665  -2.8647
H  -5.7939  15.5046  -5.1047
H  -5.8275  18.0681  -4.3888
H  -5.2315  18.1141  -1.7060
C  -5.6306  10.9500  -5.9059
Cl  -6.0150  12.5039  -5.2847
Cl  -6.6915  10.5733  -7.2462
Cl  -5.9207  9.7176  -4.6243
H  -4.6084  10.8456  -6.2312

No. 7
DFT (ωB97M-V with the def2-TZVPD basis set) results for an isolated molecule of C9H11ClO4S in a non-equilibrium geometry.

LUMO level, Ha: -0.0006
Structure (SMILES): COC(Cl)(OC)S(=O)(=O)c1ccccc1
Charge: 0
Total energy, Ha: -1508.7391
Spin multiplicity: 1
Orbital gap, eV: 9.0

CARTESIAN COORDINATES (ANGSTROEM)
C  -0.0080  1.4404  -3.7669
C  -1.3304  1.2888  -3.1693
C  1.1309  1.2616  -2.9185
C  -1.4609  0.8713  -1.8666
C  1.0037  0.8581  -1.6184
C  -0.2866  0.6947  -1.1520
C  -0.4193  0.0664  3.6802
C  1.6047  -2.2451  0.6600
C  -0.2823  -1.6132  1.8997
O  0.6274  0.9092  1.3396
O  -1.8126  0.6806  1.0040
O  0.2753  -1.0146  2.9867
O  0.3453  -2.5544  1.2887
S  -0.4588  0.1989  0.7258
Cl  -1.9564  -1.9412  2.0149
H  0.0282  1.7830  -4.8094
H  -2.2484  1.4318  -3.7289
H  2.1559  1.4158  -3.3160
H  -2.3770  1.0603  -1.2465
H  1.8009  0.7136  -0.9217
H  0.2855  0.9271  3.6168
H  -0.9302  -0.3079  4.6899
H  -1.1596  0.4878  3.0868
H  1.4338  -2.4036  -0.4594
H  2.3215  -2.8862  1.2070
H  1.7173  -1.1232  0.7738

No. 8
DFT (ωB97M-V with the def2-TZVPD basis set) results for an isolated molecule of C9H11F2NO in a non-equilibrium geometry.

LUMO level, Ha: 0.0195
Structure (SMILES): [H]/N=C1/[C@@H](F)C=C(CCO)[C@H]2C[C@@]12F
Charge: 0
Total energy, Ha: -679.1658
Spin multiplicity: 1
Orbital gap, eV: 10.1

CARTESIAN COORDINATES (ANGSTROEM)
C  -1.3894  -0.3824  -0.0148
C  -0.2766  -0.0570  -0.6715
C  -0.0390  -1.8019  1.6446
C  1.4009  0.3409  1.2619
C  -1.3153  -0.9164  1.3614
C  1.0398  -0.3126  -0.0739
C  1.1624  -1.0998  1.1760
C  -0.3559  0.5996  -1.9850
C  0.0010  2.1324  -2.0783
N  -0.1007  -3.0333  1.9291
O  -0.8062  2.8708  -1.1043
F  -1.2809  0.0991  2.2667
F  2.2880  -1.7603  1.3630
H  -2.2502  -0.1791  -0.6147
H  2.3888  0.6292  1.3683
H  0.5579  0.9068  1.6609
H  -2.1055  -1.5229  1.7452
H  1.8461  -0.2518  -0.8220
H  -1.4148  0.4239  -2.2595
H  0.1391  0.0168  -2.7285
H  -0.1251  2.3275  -3.1647
H  0.9989  2.1303  -1.7194
H  0.8577  -3.4886  1.9339
H  -1.2208  2.3288  -0.4745